C6H18N6O12 | ωB97M-V with the def2-TZVPD basis set

ORCA input file:
```
! wB97M-V def2-TZVPD RIJCOSX def2/J DEFGRID3
* xyz 0 1
C 7.676 -2.367 26.538
N 8.953 -1.658 26.345
O 9.938 -2.293 26.023
O 8.931 -0.456 26.478
H 7.396 -2.172 27.573
H 7.812 -3.440 26.464
H 6.933 -2.006 25.837
C 7.012 -7.463 22.956
N 7.836 -6.221 23.181
O 8.384 -5.716 22.228
O 7.864 -5.824 24.325
H 5.986 -7.106 22.873
H 7.193 -8.079 23.829
H 7.245 -8.034 22.065
C 14.467 -6.526 26.357
N 13.819 -5.328 26.930
O 12.834 -4.894 26.349
O 14.286 -4.877 27.950
H 13.782 -7.242 25.909
H 14.942 -7.009 27.212
H 15.235 -6.346 25.610
C 9.758 -6.104 27.599
N 10.039 -5.031 28.589
O 9.137 -4.239 28.798
O 11.148 -4.922 29.051
H 9.562 -5.586 26.668
H 8.911 -6.673 27.964
H 10.676 -6.675 27.529
C 10.891 -4.692 23.895
N 11.312 -6.143 23.971
O 12.192 -6.535 23.210
O 10.770 -6.836 24.820
H 9.866 -4.685 23.545
H 11.590 -4.210 23.219
H 11.105 -4.345 24.901
C 11.281 -9.806 23.823
N 9.821 -9.620 23.796
O 9.256 -9.602 22.724
O 9.268 -9.419 24.860
H 11.673 -9.868 24.826
H 11.743 -8.986 23.274
H 11.499 -10.683 23.212
*
```

Results
energy above the lowest of the compared OMol25 structures with the same formula, charge and spin = 0.00 kJ/mol
structure (SMILES) = C[N+](=O)[O-].C[N+](=O)[O-].C[N+](=O)[O-].C[N+](=O)[O-].C[N+](=O)[O-].C[N+](=O)[O-]
LUMO level = 0.01 eV
E = -40007.714 eV
orbital gap = 0.39807 Ha

Mulliken charges in e: atom 1 (C): -0.65, atom 2 (N): 0.97, atom 3 (O): -0.52, atom 4 (O): -0.56, atom 5 (H): 0.30, atom 6 (H): 0.15, atom 7 (H): 0.30, atom 8 (C): -0.87, atom 9 (N): 0.91, atom 10 (O): -0.57, atom 11 (O): -0.45, atom 12 (H): 0.31, atom 13 (H): 0.34, atom 14 (H): 0.29, atom 15 (C): -0.75, atom 16 (N): 0.81, atom 17 (O): -0.47, atom 18 (O): -0.50, atom 19 (H): 0.20, atom 20 (H): 0.36, atom 21 (H): 0.30, atom 22 (C): -0.46, atom 23 (N): 0.99, atom 24 (O): -0.58, atom 25 (O): -0.53, atom 26 (H): 0.01, atom 27 (H): 0.27, atom 28 (H): 0.27, atom 29 (C): -0.63, atom 30 (N): 0.96, atom 31 (O): -0.64, atom 32 (O): -0.29, atom 33 (H): 0.14, atom 34 (H): 0.30, atom 35 (H): 0.30, atom 36 (C): -0.77, atom 37 (N): 0.97, atom 38 (O): -0.57, atom 39 (O): -0.51, atom 40 (H): 0.26, atom 41 (H): 0.27, atom 42 (H): 0.34



C6H18NO | ωB97M-V with the def2-TZVPD basis set

ORCA input file:
```
! wB97M-V def2-TZVPD RIJCOSX def2/J DEFGRID3
* xyz 1 1
C -0.568 -0.526 -3.138
C -1.001 0.108 -1.840
C 0.144 0.566 -0.930
C -0.293 1.586 0.123
C 0.760 1.763 1.215
C 0.712 0.746 2.364
N 0.149 -0.593 2.006
H -0.128 -1.521 -3.135
H -1.440 -0.712 -3.743
H 0.117 0.063 -3.751
H -1.606 -0.580 -1.236
H -1.608 0.978 -2.072
H 0.651 -0.304 -0.517
H 0.947 0.975 -1.556
H -0.435 2.508 -0.431
H -1.230 1.341 0.612
H 1.773 1.799 0.805
H 0.699 2.757 1.648
H 0.200 1.171 3.220
H 1.729 0.537 2.661
H -0.702 -0.527 1.442
H 0.749 -1.114 1.365
H -0.012 -1.141 2.853
H 0.868 -2.830 -0.430
H -0.610 -2.873 -0.461
O 0.112 -2.754 0.169
*
```

Results
energy above the lowest of the compared OMol25 structures with the same formula, charge and spin = 51.49 kJ/mol
LUMO level = -3.20 eV
E = -10045.298 eV
orbital gap = 0.42159 Ha

Mulliken charges in e: atom 1 (C): -1.38, atom 2 (C): -0.32, atom 3 (C): -0.45, atom 4 (C): -1.00, atom 5 (C): -0.57, atom 6 (C): -0.71, atom 7 (N): -0.22, atom 8 (H): 0.31, atom 9 (H): 0.39, atom 10 (H): 0.36, atom 11 (H): 0.16, atom 12 (H): 0.35, atom 13 (H): 0.35, atom 14 (H): 0.43, atom 15 (H): 0.48, atom 16 (H): 0.33, atom 17 (H): 0.37, atom 18 (H): 0.39, atom 19 (H): 0.39, atom 20 (H): 0.34, atom 21 (H): 0.30, atom 22 (H): 0.35, atom 23 (H): 0.38, atom 24 (H): 0.34, atom 25 (H): 0.31, atom 26 (O): -0.66



C6H18NO | ωB97M-V with the def2-TZVPD basis set

ORCA input file:
```
! wB97M-V def2-TZVPD RIJCOSX def2/J DEFGRID3
* xyz 1 1
C -0.517 -1.773 -1.185
C -0.501 -0.890 0.046
C 0.495 0.225 -0.106
C -0.188 1.605 -0.272
C -1.227 2.008 0.811
C -0.742 2.014 2.236
N 0.430 -1.863 1.066
H 0.487 -2.016 -1.646
H -1.091 -1.313 -2.022
H -0.927 -2.830 -1.168
H -1.484 -0.562 0.506
H 1.092 0.046 -1.042
H 1.168 0.297 0.768
H 0.657 2.377 -0.322
H -0.655 1.526 -1.281
H -2.139 1.313 0.696
H -1.619 2.955 0.682
H -0.276 1.074 2.617
H -0.131 2.891 2.459
H -1.681 2.148 2.878
H 0.124 -2.155 2.012
H 1.337 -1.305 1.303
H 0.695 -2.723 0.468
H 2.860 -0.574 -3.099
H 1.643 -1.270 -3.610
O 2.190 -1.206 -2.797
*
```

Results
energy above the lowest of the compared OMol25 structures with the same formula, charge and spin = 181.98 kJ/mol
LUMO level = -3.20 eV
E = -10043.945 eV
orbital gap = 0.41316 Ha

Mulliken charges in e: atom 1 (C): -1.63, atom 2 (C): 0.82, atom 3 (C): -0.97, atom 4 (C): -0.83, atom 5 (C): -0.47, atom 6 (C): -1.05, atom 7 (N): -0.50, atom 8 (H): 0.45, atom 9 (H): 0.34, atom 10 (H): 0.41, atom 11 (H): 0.30, atom 12 (H): 0.25, atom 13 (H): 0.52, atom 14 (H): 0.37, atom 15 (H): 0.32, atom 16 (H): 0.26, atom 17 (H): 0.44, atom 18 (H): 0.23, atom 19 (H): 0.31, atom 20 (H): 0.32, atom 21 (H): 0.33, atom 22 (H): 0.41, atom 23 (H): 0.39, atom 24 (H): 0.31, atom 25 (H): 0.33, atom 26 (O): -0.66



C6H18NO3Si | ωB97M-V with the def2-TZVPD basis set

ORCA input file:
```
! wB97M-V def2-TZVPD RIJCOSX def2/J DEFGRID3
* xyz 1 1
C 0.259 2.395 0.831
C -2.845 -0.522 -1.126
C 0.199 0.946 -2.139
C 3.629 0.387 1.233
C 0.040 -2.897 0.621
C 0.199 1.085 1.241
N -2.439 0.199 0.105
O 0.152 -0.226 -1.245
O 2.603 0.220 0.341
O 0.404 -1.587 0.893
Si 1.025 -0.228 0.223
H 0.815 2.425 -0.163
H -0.277 3.207 1.229
H -3.112 0.997 0.270
H -3.478 -1.327 -0.850
H -3.365 0.084 -1.925
H -1.976 -1.109 -1.572
H 1.182 1.348 -2.018
H -0.646 1.510 -1.987
H 0.185 0.655 -3.223
H 3.594 -0.431 1.924
H 3.671 1.357 1.627
H 4.624 0.248 0.821
H -0.704 -3.302 1.342
H 0.868 -3.560 0.803
H -0.286 -2.999 -0.437
H -0.406 1.018 2.163
H -2.430 -0.416 0.974
H -1.484 0.520 0.044
*
```

Results
energy above the lowest of the compared OMol25 structures with the same formula, charge and spin = 399.37 kJ/mol
LUMO level = -3.18 eV
E = -22018.281 eV
orbital gap = 0.37300 Ha

Mulliken charges in e: atom 1 (C): -0.58, atom 2 (C): -0.74, atom 3 (C): -0.79, atom 4 (C): -0.68, atom 5 (C): -0.65, atom 6 (C): -0.43, atom 7 (N): -0.11, atom 8 (O): -0.40, atom 9 (O): -0.37, atom 10 (O): -0.21, atom 11 (Si): 0.57, atom 12 (H): 0.13, atom 13 (H): 0.41, atom 14 (H): 0.39, atom 15 (H): 0.41, atom 16 (H): 0.32, atom 17 (H): 0.23, atom 18 (H): 0.36, atom 19 (H): 0.34, atom 20 (H): 0.23, atom 21 (H): 0.30, atom 22 (H): 0.32, atom 23 (H): 0.28, atom 24 (H): 0.24, atom 25 (H): 0.30, atom 26 (H): 0.29, atom 27 (H): 0.48, atom 28 (H): 0.45, atom 29 (H): -0.09



C6H18NS | ωB97M-V with the def2-TZVPD basis set

ORCA input file:
```
! wB97M-V def2-TZVPD RIJCOSX def2/J DEFGRID3
* xyz 2 2
C -0.621 0.618 0.945
C -1.940 1.409 1.102
S -1.797 3.118 0.560
N -0.730 -0.740 1.575
H 0.208 1.124 1.440
H -0.375 0.470 -0.104
H -2.273 1.461 2.141
H -2.755 0.960 0.521
H -1.593 2.878 -0.759
H 0.112 -1.292 1.313
H -1.525 -1.276 1.211
H -0.800 -0.707 2.597
C 1.612 -2.829 0.462
C 1.329 -1.686 -0.516
C 1.982 -1.920 -1.876
C 1.774 -0.796 -2.872
H 1.508 -3.787 -0.041
H 0.947 -2.868 1.334
H 2.626 -2.771 0.855
H 1.689 -0.727 -0.109
H 0.247 -1.597 -0.705
H 1.585 -2.861 -2.269
H 3.038 -2.138 -1.719
H 0.763 -0.805 -3.285
H 2.470 -0.881 -3.702
H 1.929 0.192 -2.422
*
```

Results
energy above the lowest of the compared OMol25 structures with the same formula, charge and spin = 188.45 kJ/mol
LUMO level (spin up / spin down) = -7.98 / -13.21 eV
E = -18819.564 eV
orbital gap (spin up / spin down) = 0.33999 / 0.14786 Ha

Mulliken charges in e: atom 1 (C): -0.53, atom 2 (C): -0.69, atom 3 (S): 0.34, atom 4 (N): -0.18, atom 5 (H): 0.46, atom 6 (H): 0.38, atom 7 (H): 0.44, atom 8 (H): 0.49, atom 9 (H): 0.32, atom 10 (H): -0.07, atom 11 (H): 0.44, atom 12 (H): 0.43, atom 13 (C): -1.39, atom 14 (C): -0.20, atom 15 (C): -0.67, atom 16 (C): -1.26, atom 17 (H): 0.36, atom 18 (H): 0.49, atom 19 (H): 0.34, atom 20 (H): 0.36, atom 21 (H): 0.39, atom 22 (H): 0.36, atom 23 (H): 0.44, atom 24 (H): 0.31, atom 25 (H): 0.36, atom 26 (H): 0.29



C6H18O2 | ωB97M-V with the def2-TZVPD basis set

ORCA input file:
```
! wB97M-V def2-TZVPD RIJCOSX def2/J DEFGRID3
* xyz 0 1
C -2.214 -0.041 0.558
C -1.210 -0.544 -0.503
C -1.107 0.424 -1.686
C -1.105 1.919 -1.332
C 0.134 2.301 -0.501
C 1.446 2.291 -1.289
H -2.665 -0.783 1.220
H -1.739 0.675 1.236
H -3.044 0.516 0.109
H -0.261 -0.563 0.025
H -1.591 -1.516 -0.799
H -0.112 0.288 -2.118
H -1.899 0.224 -2.410
H -1.948 2.137 -0.691
H -1.018 2.556 -2.211
H -0.032 3.268 -0.021
H 0.258 1.642 0.364
H 1.796 1.257 -1.357
H 2.238 2.918 -0.917
H 1.247 2.494 -2.349
H 1.290 -2.842 2.835
H 0.105 -3.590 2.146
O 0.867 -3.025 1.992
H 4.032 -4.333 3.112
H 3.260 -3.418 2.054
O 3.274 -4.254 2.532
*
```

Results
energy above the lowest of the compared OMol25 structures with the same formula, charge and spin = 44.58 kJ/mol
structure (SMILES) = CCCCCC.O.O
LUMO level = 0.77 eV
E = -10608.486 eV
orbital gap = 0.41548 Ha

Mulliken charges in e: atom 1 (C): -1.22, atom 2 (C): -0.27, atom 3 (C): -0.60, atom 4 (C): -0.67, atom 5 (C): -0.34, atom 6 (C): -1.26, atom 7 (H): 0.36, atom 8 (H): 0.27, atom 9 (H): 0.31, atom 10 (H): 0.20, atom 11 (H): 0.36, atom 12 (H): 0.29, atom 13 (H): 0.29, atom 14 (H): 0.31, atom 15 (H): 0.41, atom 16 (H): 0.38, atom 17 (H): 0.22, atom 18 (H): 0.30, atom 19 (H): 0.37, atom 20 (H): 0.29, atom 21 (H): 0.34, atom 22 (H): 0.29, atom 23 (O): -0.64, atom 24 (H): 0.31, atom 25 (H): 0.33, atom 26 (O): -0.63



> Which of these has the highest E?

number 3



> What is the E in the fifth record?

-18819.564 eV